{"formula": "C3H7NO2", "method": "ωB97M-V with the def2-TZVPD basis set", "max_force_ev_per_a": 1.31, "total_energy_ev": -8809.766, "smiles": "NC(=O)CCO", "gap_ev": 10.78, "e_above_lowest_kcal_mol": 17.6, "homo_energy_ev": -10.0, "species": ["N", "C", "O", "C", "C", "O", "H", "H", "H", "H", "H", "H", "H"], "coordinates": [[-0.8216, 1.7152, -0.8443], [-0.8827, 0.4612, -0.2940], [-1.7793, -0.3097, -0.5761], [0.1631, 0.1229, 0.7336], [1.1542, -0.8831, 0.1131], [0.6357, -2.1977, 0.2402], [-1.5999, 1.9482, -1.4351], [-0.2750, 2.3824, -0.3318], [-0.2996, -0.4227, 1.5634], [0.5405, 0.9837, 1.2670], [2.0840, -0.8803, 0.6782], [1.3284, -0.6942, -0.9395], [-0.2479, -2.2260, -0.1747]], "forces_ev_per_a": [[0.4199, -0.9863, 0.4049], [-0.8567, 0.7104, 0.6825], [0.2099, -0.4839, -0.4218], [-0.2350, -0.6776, 0.3088], [-0.3395, -0.2077, 0.6581], [-0.4230, -0.1721, -0.1914], [0.0373, 0.4293, 0.0174], [-0.1521, 0.4239, -0.3920], [-0.2886, -0.1207, -0.3653], [0.7506, 0.4887, -0.5039], [0.1196, 0.0417, -0.1888], [0.2918, 0.4160, -0.2177], [0.4658, 0.1383, 0.2091]]}

{"formula": "C5H15N3", "method": "ωB97M-V with the def2-TZVPD basis set", "max_force_ev_per_a": 2.56, "total_energy_ev": -9894.411, "gap_ev": [5.86, 4.72], "charge": -1, "multiplicity": 2, "e_above_lowest_kcal_mol": 57.3, "s2": 0.7625, "homo_energy_ev": [-2.1, -1.3], "species": ["C", "N", "C", "C", "C", "N", "C", "N", "H", "H", "H", "H", "H", "H", "H", "H", "H", "H", "H", "H", "H", "H", "H"], "coordinates": [[0.1434, -1.1699, -0.9581], [-0.0396, -0.8363, 0.4324], [0.3845, 0.5384, 0.6416], [-0.3291, 1.6733, -0.0295], [0.2014, 3.0824, 0.4618], [1.6170, 2.9855, 0.7516], [-0.3389, -2.6100, -1.2263], [0.1854, -3.6015, -0.3184], [-0.2914, -0.5131, -1.7271], [1.2356, -1.1896, -1.1553], [-2.3044, -0.7604, 2.1025], [0.4550, 0.7754, 1.7082], [1.4280, 0.5283, 0.3096], [-0.1619, 1.6858, -1.1256], [-1.4315, 1.5603, -0.1061], [-2.1775, -0.3503, 2.7061], [-0.0261, 3.8160, -0.3298], [-0.3436, 3.3353, 1.3804], [2.1189, 3.4832, 0.0184], [-1.4427, -2.5518, -1.2192], [-0.2596, -2.8635, -2.2945], [1.1290, -3.7883, -0.6416], [0.2479, -3.2294, 0.6187]], "forces_ev_per_a": [[0.4970, -1.3342, -0.2403], [-0.2964, 1.2384, -0.6990], [0.2183, -1.1063, 0.9667], [-0.9098, 0.8559, -2.2353], [1.0084, -1.0698, 0.1590], [-0.2474, 0.4216, -0.0349], [-1.7094, 1.3079, -0.4579], [0.2526, -0.6546, -0.8243], [-0.0796, 0.1999, 0.3994], [-0.0181, 0.2906, -0.0055], [0.0520, -0.0231, -0.0502], [-0.2193, -0.2620, 0.0429], [0.3594, 0.6314, -0.0590], [0.6700, -0.2392, 0.2387], [0.0683, 0.0361, 1.0655], [-0.0591, 0.0441, 0.0902], [-0.3212, -0.0262, 0.1720], [-0.3204, 0.1107, 0.0689], [-0.0079, -0.0896, -0.0854], [0.0909, -0.2554, 0.8196], [0.9566, -0.2630, 0.2685], [0.0736, -0.1562, 0.3766], [-0.0586, 0.3432, 0.0237]]}

{"formula": "C8H15Cl2InN5", "method": "ωB97M-V with the def2-TZVPD basis set", "max_force_ev_per_a": 1.52, "total_energy_ev": -46207.331, "gap_ev": [4.92, 6.14], "charge": -1, "e_above_lowest_kcal_mol": 10.2, "homo_energy_ev": [-2.4, -3.0], "species": ["In", "Cl", "Cl", "C", "H", "H", "C", "C", "H", "C", "H", "C", "H", "H", "C", "H", "H", "C", "H", "H", "H", "H", "N", "N", "N", "C", "N", "N", "H", "H", "H"], "coordinates": [[-3.3003, -0.3096, 0.5929], [-1.8171, -1.6843, 1.8122], [-3.8694, 1.8104, 1.4960], [-2.0740, 0.4895, -1.2211], [-1.4194, -0.3213, -1.5569], [-2.8048, 0.8431, -1.9479], [1.6401, -0.2040, 0.8259], [1.4353, -0.4175, -0.4978], [1.5579, 0.7977, 1.2472], [1.3822, -1.7974, -1.0883], [1.3703, 0.4134, -1.2041], [1.2084, -2.8741, 0.0050], [0.5681, -1.8747, -1.8251], [2.3120, -2.0053, -1.6485], [2.2005, -2.6475, 1.1418], [0.1854, -2.8265, 0.4045], [1.3563, -3.8705, -0.4247], [1.9791, -1.2736, 1.8136], [2.1249, -3.4418, 1.8946], [3.2226, -2.6722, 0.7408], [1.1609, -1.3556, 2.5481], [2.8793, -0.9898, 2.3803], [-2.1594, 3.3385, -2.0995], [-1.2349, 2.8447, -1.1805], [-0.6757, 3.6753, -0.2698], [-0.2530, 2.8390, 0.6799], [-0.6369, 1.5680, 0.4861], [-1.3650, 1.6043, -0.6339], [-3.0528, 2.8549, -2.0216], [-2.2618, 4.3405, -1.9909], [0.3412, 3.1464, 1.5417]], "forces_ev_per_a": [[-0.4545, -0.2947, -1.3501], [0.6014, -0.5339, 0.7281], [-0.2473, 0.8386, 0.5065], [0.0174, 0.3330, 1.1952], [-0.0490, 0.3505, -0.1564], [0.3857, -0.1599, -0.0909], [0.0779, 0.0396, -1.4003], [0.6760, 0.1590, 1.3185], [0.1604, -0.1880, -0.3460], [0.2166, -0.5336, 0.1654], [-0.3592, -0.0504, 0.3880], [-0.1179, 0.1990, -0.1574], [0.1107, 0.0831, 0.1876], [-0.1785, 0.0639, 0.0441], [0.1086, 0.3733, 0.1881], [0.2340, 0.0173, -0.1151], [-0.0496, 0.0492, -0.0087], [-0.3746, -0.6922, 0.0645], [0.0164, 0.0798, -0.1336], [-0.0570, -0.0757, -0.0126], [0.1467, 0.0652, -0.1490], [-0.1779, 0.0207, -0.1203], [-0.5718, -0.3484, -0.8672], [0.9063, 0.7396, -0.5417], [0.3667, 0.7115, 0.6422], [-0.7302, -0.8455, -0.7790], [0.2659, 0.6722, 1.0826], [-0.6846, -1.1342, -0.7496], [0.0422, 0.3556, 0.4331], [0.0566, -0.1891, 0.4424], [-0.3375, -0.1054, -0.4083]]}

{"formula": "C31H24BN10O2Ru", "method": "ωB97M-V with the def2-TZVPD basis set", "max_force_ev_per_a": 3.25, "total_energy_ev": -54788.908, "gap_ev": [5.70, 5.96], "multiplicity": 2, "e_above_lowest_kcal_mol": 71.1, "s2": 1.1057, "homo_energy_ev": [-7.2, -7.6], "species": ["Ru", "C", "C", "N", "N", "C", "B", "N", "C", "C", "C", "N", "N", "C", "C", "C", "N", "H", "H", "H", "H", "H", "H", "H", "H", "H", "H", "O", "C", "C", "C", "C", "C", "C", "C", "O", "N", "N", "C", "C", "C", "C", "C", "C", "N", "H", "H", "H", "H", "H", "H", "H", "H", "H", "H", "N", "C", "C", "C", "C", "C", "C", "C", "C", "C", "H", "H", "H", "H"], "coordinates": [[0.0815, -0.0001, 0.1427], [4.1091, -0.7283, -0.3732], [2.8277, -0.6579, -0.9136], [2.0886, 0.1817, -0.1907], [2.8457, 0.6417, 0.8051], [4.0730, 0.1185, 0.7172], [2.3507, 1.6745, 1.8374], [1.5084, 2.7281, 1.1046], [1.7153, 4.0531, 1.0700], [0.6398, 4.6427, 0.4393], [-0.2022, 3.5782, 0.1216], [0.3395, 2.4378, 0.5246], [1.4155, 0.9810, 2.8369], [1.5728, 0.7909, 4.1547], [0.4038, 0.2597, 4.6565], [-0.4401, 0.1675, 3.5513], [0.1915, 0.5984, 2.4691], [4.9405, -1.3005, -0.7256], [2.4277, -1.1419, -1.7897], [4.8310, 0.3818, 1.4259], [3.2695, 2.1772, 2.3864], [2.5946, 4.4886, 1.4999], [0.4846, 5.6838, 0.2485], [-1.1593, 3.6044, -0.3626], [2.4838, 1.0453, 4.6571], [0.1817, -0.0093, 5.6668], [-1.4650, -0.1511, 3.5196], [-2.7104, -3.7868, 2.9593], [-1.4545, -3.9038, 3.4244], [-1.2214, -4.7883, 4.4763], [0.0367, -4.9175, 5.0282], [1.0998, -4.1727, 4.5321], [0.8970, -3.3320, 3.4610], [-0.3716, -3.1801, 2.8925], [-0.5223, -2.2133, 1.7988], [0.5235, -1.8102, 1.1816], [-1.7275, -1.7409, 1.5174], [-1.7255, -0.7205, 0.6541], [-2.8409, -0.0293, 0.4514], [-1.9003, 1.0321, -1.6466], [-2.7819, 1.9698, -2.4411], [-1.9420, 3.0966, -2.9322], [-0.6054, 2.8468, -3.1102], [0.0345, 1.7066, -2.5988], [-0.6000, 0.8993, -1.7040], [-2.7305, -3.0721, 2.2902], [-2.0571, -5.3557, 4.8552], [0.1937, -5.5989, 5.8520], [2.0795, -4.2566, 4.9782], [1.7108, -2.7490, 3.0534], [-3.6990, -0.2143, 1.0892], [-3.2964, 1.5035, -3.2941], [-2.3816, 4.0350, -3.2291], [0.0144, 3.5753, -3.6119], [1.0724, 1.4980, -2.8108], [-8.1530, 6.0488, 1.7203], [-7.4571, 5.3172, 1.1684], [-6.5863, 4.4226, 0.5269], [-6.1109, 4.6818, -0.7712], [-5.1930, 3.8490, -1.3503], [-4.6885, 2.7142, -0.6605], [-5.2254, 2.4409, 0.6293], [-6.1441, 3.2710, 1.2036], [-3.6815, 1.9131, -1.1810], [-2.8765, 0.8564, -0.6187], [-6.4672, 5.5593, -1.2915], [-4.8183, 4.0496, -2.3417], [-4.8861, 1.5736, 1.1695], [-6.5199, 3.0608, 2.1952]], "forces_ev_per_a": [[0.3036, 1.7211, 2.7397], [0.0317, 0.0703, 0.0227], [0.2582, 0.2332, -0.0046], [-0.0687, -0.1655, -0.2801], [0.7290, 0.2352, 0.0939], [0.0497, -0.2018, -0.1773], [-0.5952, -0.3319, -0.4086], [0.1956, 0.3425, 0.0574], [-0.1797, 0.1767, -0.1019], [0.1297, 0.0798, 0.0952], [0.1948, -0.0040, 0.1388], [-0.6185, -1.0860, -0.7599], [0.2641, 0.0376, 0.5368], [-0.1246, -0.0747, 0.1303], [-0.0171, 0.1082, 0.0016], [0.0944, 0.1545, 0.2496], [-0.0717, -0.8095, -1.3720], [0.1871, -0.1269, -0.0885], [-0.1248, -0.0477, 0.1177], [0.1674, 0.0887, 0.1377], [0.2974, 0.0947, 0.1912], [0.1831, 0.0307, 0.1068], [-0.0319, 0.2300, -0.0150], [-0.1240, -0.1113, -0.0817], [0.2261, 0.1203, 0.0163], [-0.0243, -0.0328, 0.2621], [-0.0689, -0.1761, -0.1408], [-0.1226, -0.1642, 0.0367], [0.2682, 0.1968, -0.0986], [-0.1282, -0.0512, 0.0417], [-0.1013, 0.0677, -0.1145], [0.1767, -0.0431, 0.0017], [-0.1064, 0.0526, -0.0369], [-0.0704, -0.1159, 0.1378], [0.9102, 0.3069, -0.8542], [-0.5852, 0.0742, -0.8497], [-1.2544, -0.2526, 0.5477], [-0.7218, 1.2688, -0.4329], [0.2086, -1.5002, 1.2688], [-0.6135, 0.5842, 0.0385], [0.0801, 0.0246, -0.2067], [0.4890, 0.0112, -0.0410], [-0.7622, 0.5717, -0.1255], [0.0422, -0.6374, 0.2651], [0.1539, -1.2107, -0.4872], [0.0743, 0.1238, 0.0433], [-0.1033, -0.0511, 0.0406], [-0.0286, -0.0409, 0.0613], [0.0710, -0.0207, 0.0063], [0.0056, 0.0168, -0.0402], [-0.0059, -0.2279, -0.1126], [0.0444, -0.0837, 0.0599], [-0.0067, 0.1521, -0.1212], [0.0359, 0.0681, -0.0617], [0.0399, 0.0322, 0.1980], [0.0067, -0.0236, -0.0599], [-0.7612, 0.7170, 0.5160], [0.9599, -0.9281, -0.6841], [-0.3738, 0.2193, 0.5326], [0.5527, -0.7476, 0.0772], [-1.4285, 0.9104, 0.6996], [0.4024, -0.0222, -0.6395], [-0.3182, 0.4908, 0.0482], [1.9133, -1.7668, 0.0762], [-0.2331, 1.3759, -1.1083], [-0.0027, 0.0211, -0.0477], [0.0071, 0.1043, -0.1427], [0.0583, -0.0790, 0.0827], [-0.0349, 0.0209, 0.0179]]}

no.,molecular weight (g/mol)
1,89.09
2,117.20
3,366.97
4,680.48